This record from the OMol25 dataset describes a structure of composition C34H36IMnN10O2 in a non-equilibrium geometry. The level of theory is the ωB97M-V functional and the def2-TZVPD basis.

Values from the calculation:
E: -94254.7730 eV
Largest force on an atom: 1.38 eV Å⁻¹
Spin multiplicity: 2
Molar mass: 798.57 g mol⁻¹
Charge: +1

```
84
Properties=species:S:1:pos:R:3:forces:R:3:mulliken_spin:R:1
Mn -1.148117 0.162754 0.045949 0.109 0.237 1.277 0.9910
C 2.352626 3.100213 0.154795 0.015 0.015 0.169 0.0041
C 2.226889 3.516918 1.415784 0.103 0.012 -0.278 -0.0021
C 1.567644 2.699072 2.407023 -0.306 -0.395 0.066 0.0052
C 0.953323 1.525905 2.117658 0.341 0.644 -0.055 -0.0022
N 0.954331 1.014263 0.768217 -0.999 -0.347 -0.510 -0.0251
C 1.834627 1.755561 -0.215140 0.063 -0.014 -0.246 0.0037
N 0.380161 0.817493 3.123184 -0.072 -0.513 0.451 0.0057
C -0.637167 0.037053 3.093238 0.256 0.468 -0.199 0.0104
N -1.491762 -0.250724 2.050123 0.123 0.174 -1.368 -0.0008
C -2.565636 -0.936083 2.546998 -0.009 -0.018 -0.285 0.0089
N -3.637826 -1.349776 1.965252 -0.135 -0.181 0.349 0.0048
C -3.969646 -1.243540 0.645239 0.108 0.059 -0.300 -0.0051
C -5.250601 -1.732986 0.314578 0.057 0.035 -0.086 0.0012
C -5.677988 -1.745049 -0.989289 0.031 -0.018 0.105 -0.0012
C -4.810160 -1.285316 -1.977954 0.069 0.024 -0.033 0.0030
C -3.577402 -0.818464 -1.589290 -0.115 -0.110 -0.181 -0.0021
N -3.154292 -0.762829 -0.316719 0.832 0.499 0.062 -0.0097
C -2.363556 -1.177787 3.990905 0.346 0.158 0.232 -0.0016
C -3.143681 -1.801071 4.944035 -0.057 -0.064 -0.047 -0.0010
C -2.657091 -1.837231 6.246235 -0.038 -0.028 0.025 0.0009
C -1.431940 -1.263918 6.576354 0.055 0.029 -0.001 0.0006
C -0.657456 -0.625487 5.614175 0.072 0.061 -0.046 -0.0008
C -1.146316 -0.595219 4.323772 -0.343 -0.207 0.033 0.0002
H 2.802394 3.695711 -0.629269 0.027 0.038 0.063 -0.0002
H 2.607258 4.484149 1.720397 -0.026 0.019 -0.043 -0.0001
H 1.511934 3.039624 3.430228 0.016 -0.042 0.024 0.0000
H 1.322314 1.787860 -1.178846 0.043 0.045 0.032 -0.0001
H -5.858013 -2.101387 1.127291 -0.024 0.004 0.002 0.0000
H -6.658883 -2.122575 -1.246355 -0.008 0.005 0.020 -0.0001
H -5.081611 -1.299097 -3.023970 0.016 -0.001 -0.002 0.0001
H -2.872068 -0.486837 -2.340585 -0.078 -0.113 0.112 0.0017
H -4.096997 -2.241303 4.683976 -0.002 0.021 -0.017 0.0000
H -3.243789 -2.310959 7.022583 0.008 -0.016 -0.013 0.0000
H -1.081374 -1.308205 7.599171 -0.019 -0.007 0.003 0.0000
H 0.287640 -0.157856 5.857297 -0.010 -0.005 0.017 0.0000
C -0.960024 4.530992 0.295833 -0.063 -0.010 0.120 0.0009
C -1.489518 3.293931 -0.369734 -0.058 0.176 -0.087 -0.0022
O -1.752155 2.271729 0.262855 0.214 -0.798 0.206 -0.0011
N -1.719914 3.374167 -1.692258 0.057 -0.168 -0.162 -0.0002
C -2.406377 2.319396 -2.413313 0.033 -0.076 0.135 -0.0004
C -1.490851 1.245937 -2.953832 0.138 0.210 0.035 -0.0016
C -1.653572 0.764493 -4.241766 0.075 0.116 -0.135 0.0008
C -0.825472 -0.249145 -4.699999 0.054 0.015 0.147 0.0000
C 0.179396 -0.708286 -3.863817 0.016 0.036 -0.218 0.0009
C 0.284712 -0.164369 -2.599753 0.041 0.101 0.122 -0.0008
N -0.552976 0.767517 -2.119305 -0.528 -0.653 -0.033 0.0064
H -0.687221 4.290814 1.319078 0.019 -0.018 -0.008 -0.0005
H -1.731169 5.302843 0.304051 0.001 -0.009 -0.029 0.0001
H -0.086230 4.914863 -0.228818 -0.004 0.010 -0.036 -0.0001
H -1.449546 4.203483 -2.191922 -0.013 0.079 0.054 0.0000
H -2.967718 2.769497 -3.229327 -0.042 -0.031 -0.005 0.0000
H -3.113253 1.856014 -1.719903 -0.049 0.044 -0.042 -0.0001
H -2.424522 1.179523 -4.877810 -0.010 0.000 0.020 0.0000
H -0.953913 -0.662786 -5.691210 0.002 0.022 -0.013 0.0000
H 0.869850 -1.476040 -4.182795 0.000 -0.006 0.029 -0.0002
H 1.065246 -0.488507 -1.923313 -0.096 -0.124 0.026 -0.0013
N 1.849222 -0.143717 0.652434 0.448 -0.390 0.158 0.0035
C 2.661441 0.488862 -0.145213 -0.308 0.375 0.280 0.0021
N 3.732987 0.048923 -0.805968 0.010 -0.195 -0.131 -0.0003
C 4.842025 0.955677 -1.096123 0.101 -0.024 -0.086 0.0000
C 5.473934 0.638120 -2.459543 -0.150 -0.053 0.014 0.0001
C 5.218295 -0.823241 -2.850808 0.109 0.025 0.064 0.0000
C 5.244286 -1.709808 -1.609365 -0.091 0.106 -0.055 0.0000
C 4.059689 -1.375103 -0.700651 0.065 0.000 0.090 0.0000
H 5.591655 0.854778 -0.303407 -0.042 0.029 0.022 0.0000
H 4.471912 1.976713 -1.053630 0.002 0.029 0.021 0.0000
H 6.546203 0.824736 -2.389596 0.009 0.008 -0.035 0.0000
H 5.080415 1.303225 -3.229450 0.007 0.008 0.011 0.0000
H 5.970851 -1.150525 -3.567666 -0.049 -0.010 -0.044 0.0000
H 4.242708 -0.912046 -3.336316 0.004 -0.025 -0.024 0.0000
H 6.184334 -1.556339 -1.074493 0.016 -0.043 -0.006 0.0000
H 5.190766 -2.763163 -1.881982 0.054 -0.021 0.054 0.0000
H 4.278424 -1.640617 0.340404 -0.067 -0.018 -0.013 0.0000
H 3.170976 -1.932365 -1.010022 -0.001 -0.014 0.049 0.0001
N 0.637602 -2.805618 1.281233 0.048 0.374 0.012 0.0001
C -0.207155 -2.832272 0.258841 -0.098 0.065 -0.006 -0.0017
O -0.422089 -1.834884 -0.447520 -0.371 0.476 0.251 0.0057
C -0.922838 -4.135770 -0.017983 0.053 0.121 -0.332 0.0007
I -1.217930 -4.376574 -2.122525 0.006 -0.077 0.234 -0.0001
H 1.135074 -1.921010 1.430483 -0.024 -0.174 0.029 0.0001
H 0.756431 -3.586680 1.901787 0.032 -0.024 -0.031 0.0000
H -1.914284 -4.110573 0.429373 -0.012 0.075 0.015 0.0000
H -0.377465 -4.999635 0.347716 0.009 -0.009 -0.002 -0.0001
```
Positions in Å, forces in eV/Å.

This record from the OMol25 dataset describes a structure of composition C34H36IrN8O3P in a non-equilibrium geometry. The level of theory is the ωB97M-V functional and the def2-TZVPD basis.

Values from the calculation:
ΔE to the lowest compared entry with this formula, charge and spin: 422.49 kJ/mol
Largest force on an atom: 2.51 eV Å⁻¹
Spin multiplicity: 2
Molar mass: 827.91 g mol⁻¹
Charge: +3

```
83
Properties=species:S:1:pos:R:3:forces:R:3:mulliken_spin:R:1
Ir -0.079393 0.213786 -0.065799 0.993 0.279 0.066 -0.0007
N 0.468844 5.415359 9.114714 0.100 1.041 1.850 0.2712
C 0.436381 4.860140 8.117524 -0.142 -1.281 -2.158 0.0405
C 0.356174 4.168404 6.884014 0.180 0.769 1.396 0.1801
C -0.416938 4.704407 5.853572 -0.916 0.135 -1.922 0.0949
C -0.494863 4.032713 4.649102 -0.513 1.415 0.899 0.0038
C 0.204221 2.840346 4.458463 -0.142 -0.443 -0.701 0.0348
C 0.978336 2.316271 5.489708 0.722 -0.064 1.658 0.0372
C 1.050852 2.971393 6.705660 0.712 -1.653 -0.901 0.0837
C 0.090915 2.148023 3.151470 0.076 -0.107 -1.101 0.0425
C -1.097600 1.462576 2.897758 0.039 0.201 0.864 0.0848
C -2.224661 1.411058 3.785693 0.641 -0.052 -0.689 0.0145
C -3.214432 0.745456 3.125340 0.108 -0.237 -0.619 0.0054
C -2.663376 0.378218 1.865786 -0.730 -0.258 0.407 0.0241
N -1.412684 0.782345 1.731504 1.737 -0.610 -1.294 0.0004
C 1.116728 2.354844 2.226433 0.036 0.116 0.770 0.0667
C 2.282890 3.163297 2.452593 -0.522 -0.454 -0.337 0.0143
C 2.941213 3.244531 1.260706 -0.193 -0.271 -0.365 -0.0012
C 2.175396 2.475684 0.333321 0.525 0.592 0.281 -0.0119
N 1.107592 1.946166 0.897980 -0.847 -0.852 -1.165 0.0021
H -0.950790 5.631098 5.997552 -0.024 0.095 0.051 -0.0029
H -1.089007 4.440688 3.846058 -0.061 0.017 -0.074 0.0022
H 1.509551 1.387119 5.351961 0.042 -0.067 -0.035 0.0020
H 1.637986 2.561528 7.512774 0.048 -0.014 0.095 -0.0023
H -2.254894 1.823011 4.773782 -0.106 0.153 0.244 0.0062
H -4.203958 0.527701 3.469824 -0.259 -0.060 0.032 0.0002
H -3.161015 -0.168148 1.082097 -0.052 -0.080 -0.081 0.0019
H 2.554097 3.608908 3.389694 0.094 0.194 0.164 0.0067
H 3.837104 3.789950 1.043513 0.205 0.096 -0.086 -0.0001
H 2.393415 2.338958 -0.712401 -0.001 -0.096 -0.144 -0.0010
O 6.845514 -1.447759 -0.491525 -0.026 -0.401 -0.141 0.0000
C 6.382944 -0.239999 0.051546 0.356 0.462 0.113 0.0001
C 4.882379 -0.359307 0.107034 0.036 -0.178 0.162 -0.0003
C 4.179459 -0.455200 1.305116 -0.148 -0.077 -0.416 0.0004
C 2.802892 -0.594196 1.265512 0.043 0.033 0.667 -0.0007
N 2.115901 -0.627977 0.129613 -2.147 0.603 0.069 -0.0003
C 2.783017 -0.589224 -1.033525 0.298 0.099 -0.307 -0.0001
C 4.165655 -0.460757 -1.080042 -0.400 -0.072 0.344 -0.0001
C 1.979635 -0.628507 -2.261477 0.188 -0.237 -0.292 0.0003
C 2.466031 -1.202747 -3.426702 -0.203 0.216 0.004 0.0001
C 1.672905 -1.223108 -4.571232 -0.059 0.039 0.233 0.0000
C 2.163838 -1.903455 -5.810690 -0.352 -0.138 -0.513 0.0000
O 3.465710 -2.362032 -5.608143 0.345 -0.011 0.138 0.0000
C 0.421545 -0.605661 -4.502182 0.364 -0.022 0.233 0.0000
C 0.009192 -0.061148 -3.299777 -0.454 0.260 -0.332 0.0001
N 0.749410 -0.095366 -2.192382 -0.210 -0.031 2.083 -0.0001
H 7.808159 -1.500177 -0.443783 -0.076 0.086 -0.008 0.0000
H 6.663658 0.610019 -0.595173 -0.150 -0.091 0.206 0.0000
H 6.796771 -0.054757 1.052254 -0.162 -0.007 -0.124 0.0000
H 4.684329 -0.425093 2.256990 0.059 -0.019 0.094 0.0001
H 2.227727 -0.676060 2.177166 -0.043 0.091 0.016 -0.0002
H 4.680109 -0.406286 -2.026079 0.014 -0.040 -0.123 0.0000
H 3.445402 -1.651810 -3.472780 0.076 -0.044 0.106 0.0000
H 2.101594 -1.200826 -6.654003 -0.046 -0.016 0.110 0.0000
H 1.487848 -2.745134 -6.041968 -0.026 0.234 0.064 0.0000
H 3.821414 -2.730869 -6.425721 -0.051 0.032 0.084 0.0000
H -0.222792 -0.554002 -5.366517 -0.107 0.044 -0.043 0.0000
H -0.945082 0.438933 -3.209808 -0.086 -0.103 -0.016 0.0000
O -1.656305 1.765502 -1.329432 0.456 -0.975 0.694 0.0001
H -1.209298 2.572188 -1.612687 0.096 0.119 0.079 0.0000
H -2.443184 2.045037 -0.845847 -0.089 0.086 0.049 0.0000
C -1.493279 -4.405991 -2.435457 -0.046 0.215 0.214 0.0000
N -0.784522 -4.618811 -1.187069 0.747 -0.926 -0.351 0.0000
C -1.678868 -5.188021 -0.197969 0.122 0.323 -0.091 0.0000
N -2.775684 -4.265163 0.012547 -0.599 -0.307 0.683 0.0001
C -3.510538 -4.053857 -1.219689 0.252 0.212 -0.066 0.0000
N -2.608988 -3.502129 -2.215369 -0.698 -0.322 -1.078 0.0000
C -2.222969 -2.158304 -1.950503 0.305 0.813 0.245 -0.0001
P -1.205141 -2.004645 -0.356897 0.208 -0.251 -1.372 0.0001
C -0.064114 -3.477851 -0.727442 0.556 0.735 0.284 0.0000
C -2.393925 -3.068867 0.686906 -0.254 0.653 1.053 0.0004
H -1.872312 -5.366148 -2.798097 0.064 0.162 0.024 0.0000
H -0.816554 -3.978994 -3.180025 -0.015 -0.063 0.002 0.0000
H -1.146632 -5.349418 0.739902 0.006 -0.052 0.002 0.0000
H -2.063195 -6.143433 -0.561003 0.008 0.103 0.039 0.0000
H -4.342214 -3.366550 -1.055653 -0.009 -0.039 0.040 0.0000
H -3.905611 -5.007249 -1.576568 0.048 0.075 0.065 0.0000
H -3.113727 -1.528353 -1.862387 0.058 0.035 -0.005 0.0000
H -1.620354 -1.771694 -2.777019 -0.110 -0.087 0.075 0.0000
H 0.476266 -3.728818 0.191855 0.017 0.080 -0.096 0.0000
H 0.665368 -3.173549 -1.482593 0.059 0.032 0.027 0.0000
H -3.290485 -2.491611 0.928548 0.113 0.030 0.034 -0.0003
H -1.884192 -3.325852 1.621961 -0.081 0.133 -0.066 0.0002
```
Positions in Å, forces in eV/Å.

- The lowest charge belongs to which entry?
  C34H36IMnN10O2